[1]
ORCA calculation (ωB97M-V with the def2-TZVPD basis set) on a gas-phase ion, C5HN2O4 (charge -1) at a distorted geometry.

```
12
Properties=species:S:1:pos:R:3:forces:R:3
C -0.251 0.795 -0.391 -1.57 3.38 -2.40
C -0.086 -0.142 0.356 1.99 -7.93 5.06
C 0.310 -3.362 -0.314 0.06 -1.09 -0.31
C -0.550 -3.934 1.904 -1.38 -0.98 -1.08
C 0.206 -1.285 2.297 -0.75 -2.64 2.63
N -0.083 -4.128 0.537 0.27 0.66 0.33
N -0.099 -1.270 1.055 -0.37 4.72 -4.36
O 0.715 -2.916 -1.317 0.01 0.51 0.04
O -1.372 -4.743 2.287 0.05 -0.50 0.08
O 0.580 -0.862 3.348 0.56 1.07 -0.27
O -0.127 -2.964 2.559 1.14 0.85 1.73
H -0.320 1.609 -0.982 -0.01 1.93 -1.46
```
Positions in Å, forces in eV/Å.

Properties
- Spin multiplicity: 3
- LUMO level (spin up / spin down): 0.134 / 0.033 hartree
- ⟨S²⟩: 2.006
- Net charge: -1
- E_HOMO (spin up / spin down): -0.48 / -5.98 eV

Here are the Löwdin charges for atoms 1 to 4, given in e: 0.088, -0.191, -0.356, -0.673

***

[2]
ORCA calculation (ωB97M-V with the def2-TZVPD basis set) on a molecular structure, C7H21ClI2N5P2Pd at a distorted geometry.

```
39
Properties=species:S:1:pos:R:3:forces:R:3
I 3.017 -2.563 2.037 5.45 -0.36 -3.56
I 1.274 -2.201 3.817 -3.24 2.51 5.90
Pd 0.446 2.423 0.024 2.31 -2.09 1.76
P -0.385 3.503 -1.786 -0.11 -2.38 2.22
C 0.905 4.250 -0.721 -0.82 2.30 -1.94
C 0.027 2.163 -2.919 0.56 1.24 -1.76
H 0.290 2.747 -3.816 0.00 -0.91 -0.31
H -2.466 4.313 -1.368 -0.72 -0.73 0.45
H -0.863 1.565 -3.101 -0.11 0.18 0.06
H -2.584 2.521 -1.612 0.15 0.07 -0.13
H 1.705 3.700 -0.068 -0.69 -0.82 0.05
H 0.853 1.526 -2.631 0.13 0.13 0.21
C -2.051 3.320 -1.100 -0.94 2.23 -0.60
H 1.566 4.567 -1.507 0.93 0.85 0.04
H -2.072 3.173 -0.026 0.02 0.08 -0.03
H 0.493 5.066 -0.136 0.16 0.40 -0.25
P -0.673 -3.082 0.539 -3.18 -0.94 -0.12
C 0.493 -3.947 1.768 -0.58 -1.11 -4.21
C -2.432 -3.045 0.987 -0.41 1.19 0.29
H -1.725 -3.651 -1.691 1.03 -0.19 1.06
H -1.090 -5.070 -0.673 0.18 0.70 -0.54
H 0.075 -3.991 -1.610 -0.41 -0.38 -0.01
C -0.871 -4.035 -1.052 0.65 -0.06 0.13
H -3.083 -2.946 0.113 0.50 0.25 -0.20
H -2.692 -4.009 1.381 0.09 -0.75 0.58
H 0.657 -4.910 1.180 0.29 1.07 0.51
H 0.548 -4.221 2.827 -0.88 0.29 -0.69
H -2.752 -2.267 1.691 0.35 -0.24 0.02
H 1.133 -3.059 1.352 0.08 -2.01 0.80
Cl -0.663 0.425 -0.140 -0.27 -0.62 0.17
N 5.391 1.986 2.177 1.33 -0.51 2.36
N 4.164 1.492 1.983 -2.27 2.59 0.25
N 3.466 0.928 2.976 0.13 -0.21 -1.19
C 2.200 1.100 2.563 1.67 -0.11 -0.09
N 2.157 1.760 1.406 -0.07 1.04 -0.01
N 3.404 2.179 1.099 -1.00 -3.03 1.00
H 5.945 2.099 1.375 0.57 -0.01 -1.42
H 5.891 1.571 2.974 -0.52 0.16 -0.54
H 1.389 0.745 3.171 -0.37 0.16 -0.29
```
Positions in Å, forces in eV/Å.

Properties
- Spin multiplicity: 5
- LUMO level (spin up / spin down): -0.379 / -0.494 hartree
- Energy relative to the best compared isomer or geometry (same formula, charge and spin): 88.38 kcal per mole
- ⟨S²⟩: 6.017
- Net charge: +3
- E_HOMO (spin up / spin down): -17.17 / -17.49 eV

Here are the Löwdin charges for atoms 1 to 4, given in e: 0.764, 0.738, 0.431, 0.928

***

[3]
ORCA calculation (ωB97M-V with the def2-TZVPD basis set) on a molecular structure, C49H59N4O2P2RuS2 at a distorted geometry.

```
119
Properties=species:S:1:pos:R:3:forces:R:3
Ru 0.403 -0.127 0.457 -0.83 -2.33 1.84
C -1.494 1.642 -4.948 -0.17 -0.04 0.16
C -0.571 1.866 -3.755 0.02 -0.24 0.29
C 0.826 2.279 -4.216 0.05 0.13 0.18
P -0.434 0.528 -2.457 -0.50 -1.65 -0.50
C -1.878 -0.646 -2.311 0.25 0.46 0.05
C -2.118 -1.550 -3.514 0.22 -0.05 -0.02
C -3.148 0.086 -1.897 0.16 -0.03 0.23
C 0.879 -0.642 -2.933 -0.03 0.47 0.52
C 0.893 -0.975 -4.287 0.29 -0.23 -0.35
C 1.661 -2.007 -4.802 -0.35 0.23 0.05
C 1.698 -2.322 -6.262 0.12 0.05 -0.05
C 2.377 -2.790 -3.898 -0.14 0.22 0.16
C 2.381 -2.489 -2.562 -0.23 -0.09 -0.10
C 1.690 -1.368 -2.037 -0.11 0.05 -0.50
N 1.777 -1.051 -0.714 -0.20 0.79 -0.14
C 2.898 -1.538 -0.052 0.62 -0.70 0.78
C 4.169 -1.560 -0.645 -0.09 0.31 0.27
C 5.210 -2.233 -0.048 -0.14 -0.07 0.15
C 5.037 -2.911 1.158 -0.21 -0.02 0.09
C 6.138 -3.738 1.739 0.14 0.09 0.08
C 3.817 -2.786 1.810 0.27 0.00 -0.26
C 2.765 -2.087 1.237 -0.25 0.31 -0.38
P 1.153 -1.742 1.994 0.28 -0.50 -0.37
C 1.516 -1.294 3.779 -0.32 0.18 -0.35
C 2.767 -0.416 3.805 -0.07 0.04 -0.13
C 1.652 -2.426 4.792 -0.15 0.04 -0.15
C 0.196 -3.347 1.882 0.17 0.26 -0.07
C -0.953 -3.421 2.896 -0.01 0.18 -0.14
C 1.066 -4.600 1.935 -0.03 0.17 -0.18
H -1.534 2.566 -5.525 0.01 0.04 -0.05
H -2.509 1.403 -4.639 -0.07 -0.05 -0.03
H -1.138 0.859 -5.614 -0.01 -0.02 -0.01
H -0.989 2.688 -3.160 0.02 -0.16 -0.18
H 1.212 1.608 -4.978 0.05 -0.08 0.02
H 1.524 2.295 -3.382 0.17 -0.01 -0.04
H 0.794 3.281 -4.642 -0.07 0.08 -0.04
H -1.545 -1.271 -1.463 -0.04 0.25 -0.24
H -2.465 -0.990 -4.378 -0.08 0.03 -0.13
H -2.887 -2.275 -3.251 -0.10 0.00 0.01
H -1.226 -2.107 -3.793 -0.04 -0.03 -0.02
H -3.422 0.862 -2.610 -0.12 0.09 -0.11
H -3.025 0.546 -0.921 -0.06 -0.13 -0.10
H -3.971 -0.619 -1.819 -0.12 -0.10 -0.04
H 0.265 -0.421 -4.966 -0.06 0.02 -0.18
H 0.905 -1.813 -6.801 -0.07 0.03 -0.11
H 1.602 -3.394 -6.424 -0.03 -0.06 -0.10
H 2.656 -2.008 -6.678 0.00 -0.01 -0.16
H 2.923 -3.653 -4.254 0.04 -0.10 -0.02
H 2.905 -3.144 -1.882 0.01 0.05 -0.03
H 4.320 -1.058 -1.589 0.01 -0.02 -0.11
H 6.170 -2.262 -0.542 0.15 -0.02 -0.06
H 6.690 -4.253 0.954 0.05 -0.07 0.01
H 5.738 -4.479 2.428 0.07 -0.06 0.07
H 6.842 -3.106 2.279 0.12 -0.06 0.10
H 3.675 -3.268 2.767 0.06 -0.05 0.08
H 0.646 -0.684 4.067 0.15 -0.09 -0.06
H 3.664 -1.030 3.767 0.06 0.00 -0.02
H 2.798 0.161 4.726 -0.03 0.10 0.14
H 2.792 0.263 2.952 0.11 0.02 0.10
H 2.502 -3.064 4.564 0.08 -0.11 0.01
H 0.756 -3.033 4.847 -0.04 -0.11 0.04
H 1.818 -1.990 5.777 0.04 0.01 0.07
H -0.228 -3.260 0.868 0.08 0.00 0.28
H -0.692 -4.062 3.737 0.02 0.01 0.02
H -1.840 -3.840 2.426 -0.10 -0.01 0.01
H -1.214 -2.435 3.285 -0.13 -0.07 0.10
H 1.536 -4.714 2.908 0.09 -0.04 0.13
H 1.841 -4.580 1.171 0.02 -0.07 0.02
H 0.441 -5.473 1.762 -0.07 -0.12 0.01
O -3.926 0.422 3.931 -0.26 0.17 0.25
C -4.393 -0.567 3.158 0.10 -0.16 -0.15
C -5.681 -1.038 3.418 -0.01 0.09 0.07
C -6.234 -2.049 2.663 0.11 0.11 0.00
C -5.519 -2.603 1.606 0.01 -0.14 -0.13
C -4.245 -2.155 1.342 0.01 0.00 0.03
C -3.654 -1.146 2.111 -0.10 -0.04 -0.02
C -2.297 -0.704 1.755 0.56 0.56 0.36
O -1.716 -1.191 0.749 1.19 0.40 -0.86
N -1.734 0.231 2.533 -1.23 -0.07 0.75
N -0.591 0.720 2.028 1.35 1.31 -0.25
C 0.053 1.672 2.616 -0.69 -0.35 0.01
S -0.379 2.445 4.125 0.10 0.01 0.03
C 0.839 3.801 3.927 -0.46 -0.09 0.00
C 2.066 3.264 3.232 0.02 -0.44 -0.37
S 1.506 2.230 1.819 0.15 0.40 0.47
H -3.010 0.640 3.649 0.13 -0.12 -0.12
H -6.223 -0.577 4.228 -0.09 0.02 0.13
H -7.224 -2.415 2.891 -0.11 0.03 0.03
H -5.963 -3.379 1.001 0.02 -0.07 -0.02
H -3.669 -2.582 0.534 0.04 0.01 -0.03
H 1.074 4.171 4.923 -0.01 0.01 0.01
H 0.358 4.595 3.352 0.13 -0.04 0.03
H 2.670 2.639 3.888 0.01 0.06 0.06
H 2.674 4.061 2.808 0.07 0.04 0.05
N -0.190 1.290 -1.035 -0.72 3.22 -0.30
C -0.620 2.615 -0.821 0.20 -2.51 -0.43
C -2.054 2.937 -0.677 -0.40 0.31 -0.16
C -2.827 2.423 0.363 0.39 -0.16 0.19
C -4.165 2.746 0.503 0.02 0.10 0.03
C -4.768 3.616 -0.387 0.08 -0.04 0.03
C -4.011 4.159 -1.412 -0.10 0.08 -0.17
C -2.678 3.830 -1.557 0.21 0.07 -0.09
C 0.313 3.680 -0.790 0.79 0.76 0.23
C -0.090 5.014 -0.537 -0.19 -0.46 -0.02
C 0.808 6.050 -0.624 0.11 0.39 -0.03
C 2.145 5.811 -0.921 -0.39 -0.22 0.07
C 2.582 4.500 -1.072 0.30 -0.03 -0.09
C 1.693 3.454 -1.006 -0.27 -0.28 -0.12
H -2.367 1.799 1.106 0.01 -0.19 0.02
H -4.729 2.323 1.319 -0.02 -0.07 0.16
H -5.806 3.887 -0.272 -0.10 0.00 -0.02
H -4.458 4.857 -2.101 -0.07 0.06 -0.12
H -2.118 4.284 -2.364 0.06 0.01 -0.06
H -1.118 5.222 -0.278 0.00 0.02 0.03
H 0.466 7.062 -0.464 -0.02 0.07 0.03
H 2.834 6.635 -1.023 0.11 0.07 0.05
H 3.628 4.308 -1.254 0.07 -0.07 -0.02
H 2.039 2.432 -1.103 -0.02 0.03 -0.12
```
Positions in Å, forces in eV/Å.

Properties
- LUMO level (spin up / spin down): -0.173 / -0.172 hartree
- Energy relative to the best compared isomer or geometry (same formula, charge and spin): 23.03 kcal per mole
- Net charge: +1
- E_HOMO (spin up / spin down): -8.76 / -8.83 eV

Here are the Löwdin charges for atoms 1 to 4, given in e: 0.968, -0.078, -0.431, -0.082

***

[4]
ORCA calculation (ωB97M-V with the def2-TZVPD basis set) on a molecular structure, C15H15ClIrNO at a distorted geometry.

```
34
Properties=species:S:1:pos:R:3:forces:R:3
C -1.509 -0.704 0.218 -0.81 -0.13 0.23
C -2.021 0.285 -0.710 -1.85 0.26 0.66
C -2.030 1.577 0.021 -1.40 -0.64 0.19
H -2.577 0.113 -1.632 0.01 -0.26 0.52
C -1.453 1.314 1.321 -0.99 -0.11 0.38
C -1.203 -0.062 1.429 -0.21 -0.20 0.24
H -0.882 -0.580 2.328 0.18 0.24 -0.25
H -1.367 -1.758 -0.006 -0.10 0.37 0.11
H -2.632 2.439 -0.274 0.15 -0.35 0.37
H -1.319 2.066 2.092 0.06 -0.20 -0.15
Ir -0.291 1.360 -1.045 0.96 -3.24 5.59
Cl 0.824 -0.671 -1.251 1.89 -2.55 -0.89
C 1.031 1.888 -2.676 0.17 1.32 -2.03
C 0.805 3.044 -1.856 0.26 1.34 -1.56
C -0.605 3.321 -1.851 0.12 1.39 -1.38
H 1.572 3.598 -1.324 -0.31 -0.20 -0.06
C -1.250 2.343 -2.686 -0.25 1.74 -2.00
C -0.250 1.463 -3.203 0.75 0.62 -1.35
H -0.414 0.607 -3.850 0.05 0.23 0.25
H 1.992 1.420 -2.855 -0.33 0.05 0.10
H -1.098 4.110 -1.295 0.16 -0.13 -0.16
H -2.313 2.267 -2.880 0.18 0.06 0.06
O 1.288 1.796 0.434 2.28 -0.68 1.91
N 2.154 1.126 1.237 -1.49 1.60 -2.29
C 3.195 1.857 1.734 2.51 1.31 1.93
C 3.935 1.371 2.800 -0.64 1.39 -1.61
C 3.645 0.119 3.345 0.82 -0.18 1.39
C 2.654 -0.657 2.741 -1.67 0.20 -1.98
C 1.989 -0.159 1.630 -0.63 -3.42 1.96
H 3.389 2.810 1.251 -0.07 -0.25 0.09
H 4.749 1.984 3.178 -0.15 -0.13 -0.09
H 4.207 -0.234 4.206 -0.17 0.00 -0.18
H 2.356 -1.644 3.089 0.37 0.16 -0.18
H 1.304 -0.777 1.055 0.14 0.39 0.19
```
Positions in Å, forces in eV/Å.

Properties
- Spin multiplicity: 7
- LUMO level (spin up / spin down): 0.019 / -0.104 hartree
- Energy relative to the best compared isomer or geometry (same formula, charge and spin): 16.64 kcal per mole
- ⟨S²⟩: 12.053
- E_HOMO (spin up / spin down): -5.09 / -8.36 eV

Here are the Löwdin charges for atoms 1 to 4, given in e: -0.199, -0.313, -0.303, 0.111